(1)
{"formula": "C41H72BN8O7P4SSc", "method": "ωB97M-V/def2-TZVPD", "elements": ["Sc", "C", "P", "C", "C", "C", "P", "C", "C", "H", "H", "H", "H", "H", "H", "H", "H", "H", "H", "H", "H", "H", "H", "H", "H", "C", "N", "C", "P", "O", "O", "P", "O", "N", "C", "C", "N", "C", "C", "N", "C", "C", "H", "H", "H", "H", "H", "H", "H", "H", "H", "H", "H", "H", "H", "H", "H", "H", "H", "H", "H", "H", "H", "H", "H", "H", "C", "O", "C", "C", "C", "C", "C", "C", "N", "C", "C", "C", "C", "C", "C", "C", "O", "H", "H", "H", "H", "H", "H", "H", "H", "H", "H", "H", "H", "H", "C", "N", "C", "N", "S", "H", "H", "H", "H", "H", "H", "N", "C", "H", "C", "C", "C", "C", "C", "C", "C", "C", "O", "B", "O", "C", "C", "H", "H", "H", "H", "H", "H", "H", "H", "H", "H", "H", "H"], "coordinates": [[-0.122, -0.151, 0.163], [-1.223, -2.229, 3.783], [-0.845, -2.265, 1.982], [-2.365, -3.108, 1.386], [0.326, -3.699, 2.051], [0.927, -4.080, 0.703], [1.852, -2.663, -0.054], [3.341, -2.660, 1.036], [2.588, -3.566, -1.478], [-1.553, -3.216, 4.108], [-2.008, -1.507, 4.001], [-0.329, -1.959, 4.347], [-2.609, -3.952, 2.032], [-2.218, -3.451, 0.364], [-3.187, -2.390, 1.390], [-0.218, -4.544, 2.479], [1.125, -3.422, 2.744], [0.138, -4.374, 0.006], [1.609, -4.925, 0.820], [3.662, -3.679, 1.254], [3.136, -2.128, 1.964], [4.143, -2.141, 0.508], [3.202, -4.388, -1.111], [3.212, -2.883, -2.054], [1.808, -3.964, -2.126], [4.425, 0.188, 2.886], [3.164, 0.633, 3.494], [3.280, 1.053, 4.891], [2.107, 1.281, 2.420], [1.582, 0.279, 1.453], [0.890, 1.725, 3.429], [-0.556, 2.127, 2.853], [-0.785, 1.561, 1.497], [-1.616, 1.549, 3.981], [-1.148, 1.069, 5.282], [-2.886, 1.040, 3.453], [-0.495, 3.780, 2.859], [-0.130, 4.416, 4.128], [-1.629, 4.447, 2.214], [2.728, 2.618, 1.704], [2.007, 3.290, 0.618], [3.483, 3.555, 2.538], [5.199, 0.959, 2.943], [4.249, -0.055, 1.839], [4.785, -0.701, 3.405], [4.153, 1.692, 5.049], [3.391, 0.169, 5.519], [2.386, 1.586, 5.199], [-0.462, 1.799, 5.709], [-0.634, 0.106, 5.224], [-2.000, 0.974, 5.952], [-3.413, 1.830, 2.913], [-3.509, 0.723, 4.286], [-2.752, 0.202, 2.760], [0.702, 3.887, 4.589], [-0.973, 4.440, 4.827], [0.177, 5.442, 3.926], [-1.919, 3.890, 1.330], [-1.329, 5.452, 1.915], [-2.489, 4.531, 2.888], [1.479, 2.562, 0.011], [2.734, 3.797, -0.014], [1.298, 4.024, 1.009], [3.956, 3.035, 3.367], [2.842, 4.347, 2.935], [4.266, 4.013, 1.933], [-4.806, 1.023, -4.124], [-4.782, 0.238, -2.930], [-4.524, -1.070, -3.015], [-4.238, -1.722, -4.215], [-4.124, -3.100, -4.268], [-4.291, -3.864, -3.122], [-4.572, -3.230, -1.929], [-4.670, -1.842, -1.844], [-5.163, -1.326, -0.619], [-5.147, -0.130, -0.036], [-4.312, 0.984, -0.158], [-4.955, 2.235, 0.076], [-4.355, 3.414, -0.238], [-3.047, 3.398, -0.771], [-2.340, 2.234, -0.852], [-2.903, 0.984, -0.479], [-2.170, -0.070, -0.337], [-5.121, 2.014, -3.811], [-5.525, 0.624, -4.842], [-3.812, 1.092, -4.571], [-4.182, -1.149, -5.131], [-3.949, -3.587, -5.220], [-4.237, -4.942, -3.169], [-4.762, -3.820, -1.039], [-5.797, -1.979, -0.182], [-5.998, 0.002, 0.626], [-5.982, 2.224, 0.423], [-4.875, 4.352, -0.102], [-2.592, 4.325, -1.097], [-1.316, 2.226, -1.205], [0.237, -1.022, -5.969], [-0.217, -0.040, -5.007], [0.334, 1.165, -4.789], [1.365, 1.550, -5.552], [-0.321, 2.173, -3.619], [-0.557, -1.749, -6.133], [1.135, -1.545, -5.629], [0.451, -0.547, -6.927], [-0.903, -0.306, -4.322], [1.851, 0.928, -6.176], [1.751, 2.461, -5.376], [-0.562, -2.584, -2.366], [-0.614, -2.214, -1.273], [-0.410, -2.772, -3.335], [4.545, -1.098, -6.904], [5.458, -1.146, -5.667], [6.764, -0.432, -6.019], [5.780, -2.606, -5.318], [4.725, -0.482, -4.502], [5.205, 0.661, -3.863], [4.497, 1.310, -2.852], [3.272, 0.790, -2.505], [2.353, 1.229, -1.598], [1.244, 0.366, -1.628], [1.566, -0.663, -2.574], [2.791, -0.364, -3.107], [3.498, -1.018, -4.091], [5.060, -1.516, -7.770], [4.281, -0.063, -7.135], [3.627, -1.669, -6.754], [7.238, -0.940, -6.859], [7.465, -0.445, -5.183], [6.582, 0.602, -6.315], [6.312, -3.080, -6.143], [4.877, -3.188, -5.125], [6.412, -2.655, -4.430], [6.162, 1.072, -4.148], [4.892, 2.195, -2.372], [3.113, -1.927, -4.536]], "e_lumo_ha": -0.19108, "de_lowest_ev": 2.547, "charge": 2, "multiplicity": 1, "homo_lumo_gap_ev": 6.4, "homo_ev": -11.6}

***

(2)
{"formula": "C41H76Cl2NO17P2S5", "method": "ωB97M-V/def2-TZVPD", "elements": ["C", "C", "C", "O", "O", "C", "C", "C", "C", "C", "C", "C", "P", "O", "Cl", "C", "C", "O", "C", "C", "O", "C", "C", "C", "C", "Cl", "P", "C", "C", "C", "C", "O", "C", "C", "O", "N", "S", "C", "O", "O", "H", "H", "H", "H", "H", "H", "H", "H", "H", "H", "H", "H", "H", "H", "H", "H", "H", "H", "H", "H", "H", "H", "H", "H", "H", "H", "H", "H", "H", "H", "H", "H", "H", "H", "H", "H", "H", "H", "H", "H", "H", "H", "H", "H", "C", "C", "C", "S", "O", "O", "C", "H", "H", "H", "H", "H", "H", "H", "H", "C", "C", "C", "S", "O", "O", "C", "H", "H", "H", "H", "H", "H", "H", "H", "C", "C", "C", "S", "O", "O", "C", "H", "H", "H", "H", "H", "H", "H", "H", "C", "C", "C", "S", "O", "O", "C", "H", "H", "H", "H", "H", "H", "H", "H"], "coordinates": [[5.591, 0.581, 3.813], [4.334, 0.212, 3.966], [3.937, -1.215, 4.161], [3.550, -1.663, 5.201], [4.032, -1.928, 3.032], [3.594, -3.305, 3.107], [3.195, -3.790, 1.714], [1.820, -4.488, 1.701], [0.762, -3.774, 0.864], [0.478, -2.337, 1.384], [-0.993, -2.160, 1.787], [-1.732, -0.819, 1.600], [-3.538, -1.519, 1.509], [-4.334, -0.568, 0.463], [-4.389, -0.949, 3.294], [-1.336, -0.009, 0.350], [-1.766, -0.635, -0.987], [-0.790, -0.458, -1.995], [0.177, -1.448, -2.073], [1.579, -0.940, -2.051], [-0.149, -2.578, -2.163], [-1.539, 1.508, 0.654], [-0.861, 2.501, -0.331], [0.424, 2.129, -1.089], [1.195, 3.388, -1.481], [2.815, 2.959, -2.082], [-3.299, 2.125, 0.988], [-3.023, 3.907, 1.364], [-4.123, 2.205, -0.648], [-0.984, 1.565, 2.113], [0.504, 1.877, 2.330], [0.525, 3.290, 2.455], [1.655, 4.019, 2.199], [2.981, 3.317, 2.133], [1.520, 5.179, 2.047], [-1.521, 0.252, 2.707], [-0.961, -0.155, 4.369], [0.667, -0.819, 4.253], [-0.923, 1.149, 4.951], [-1.845, -1.158, 4.845], [6.393, -0.149, 3.809], [5.873, 1.621, 3.697], [3.534, 0.944, 4.027], [4.416, -3.893, 3.524], [2.769, -3.374, 3.818], [3.151, -2.907, 1.067], [3.952, -4.471, 1.326], [1.900, -5.517, 1.340], [1.427, -4.573, 2.723], [1.096, -3.709, -0.176], [-0.145, -4.381, 0.894], [0.800, -1.633, 0.612], [1.138, -2.169, 2.239], [-1.565, -2.880, 1.192], [-1.139, -2.517, 2.815], [-5.025, -1.094, 0.033], [-0.235, -0.075, 0.325], [-1.954, -1.711, -0.865], [-2.692, -0.195, -1.348], [2.263, -1.779, -2.161], [1.762, -0.473, -1.077], [1.764, -0.189, -2.819], [-0.671, 3.415, 0.238], [-1.615, 2.781, -1.074], [1.074, 1.452, -0.533], [0.148, 1.634, -2.021], [0.684, 3.901, -2.298], [1.298, 4.104, -0.667], [-3.104, 4.543, 0.482], [-3.780, 4.187, 2.101], [-2.049, 4.072, 1.830], [-4.200, 3.240, -0.987], [-5.117, 1.765, -0.578], [-3.539, 1.672, -1.402], [-1.505, 2.314, 2.710], [0.895, 1.424, 3.242], [1.115, 1.541, 1.492], [2.999, 2.309, 2.542], [3.280, 3.251, 1.081], [3.707, 3.960, 2.629], [-2.503, 0.526, 2.938], [0.608, -1.903, 4.350], [1.145, -0.531, 3.318], [1.197, -0.350, 5.087], [3.888, -0.109, -7.552], [4.416, -1.550, -7.502], [5.230, -1.701, -6.210], [4.524, -0.525, -5.046], [5.509, 0.478, -4.729], [3.858, -1.226, -3.969], [3.317, 0.172, -6.168], [3.132, 0.021, -8.320], [4.709, 0.582, -7.758], [3.575, -2.245, -7.492], [5.025, -1.788, -8.373], [5.165, -2.693, -5.772], [6.273, -1.423, -6.344], [3.197, 1.229, -5.940], [2.377, -0.357, -6.009], [2.225, 1.758, -12.863], [1.080, 2.760, -12.655], [0.550, 2.561, -11.230], [1.941, 1.949, -10.265], [1.637, 0.603, -9.836], [2.363, 2.937, -9.306], [3.105, 1.868, -11.622], [2.790, 1.970, -13.768], [1.825, 0.745, -12.946], [1.459, 3.777, -12.770], [0.286, 2.622, -13.387], [0.201, 3.482, -10.771], [-0.228, 1.802, -11.182], [3.765, 1.018, -11.466], [3.676, 2.796, -11.612], [-3.020, 3.002, 6.848], [-2.393, 4.178, 7.610], [-3.537, 5.093, 8.063], [-4.980, 4.031, 8.255], [-5.964, 4.407, 7.271], [-5.337, 3.924, 9.643], [-4.184, 2.522, 7.707], [-2.304, 2.205, 6.669], [-3.394, 3.344, 5.879], [-1.852, 3.801, 8.480], [-1.680, 4.726, 6.994], [-3.349, 5.581, 9.015], [-3.790, 5.837, 7.310], [-4.917, 1.920, 7.174], [-3.840, 1.992, 8.595], [-4.592, -6.795, 3.971], [-5.443, -5.595, 3.530], [-4.476, -4.510, 3.039], [-3.019, -5.370, 2.443], [-1.897, -5.010, 3.282], [-2.904, -5.220, 1.011], [-3.569, -7.018, 2.860], [-5.198, -7.684, 4.133], [-4.078, -6.564, 4.906], [-6.103, -5.896, 2.713], [-6.070, -5.222, 4.337], [-4.883, -3.919, 2.226], [-4.150, -3.858, 3.847], [-2.706, -7.609, 3.158], [-4.024, -7.441, 1.964]], "e_lumo_ha": -0.07450, "de_lowest_ev": 0.000, "charge": 1, "multiplicity": 1, "homo_lumo_gap_ev": 9.3, "homo_ev": -11.3}

***

(3)
{"formula": "C41H76F21N4O21S7", "method": "ωB97M-V/def2-TZVPD", "elements": ["C", "C", "C", "N", "C", "C", "C", "C", "C", "H", "H", "H", "H", "H", "H", "H", "H", "H", "H", "H", "H", "H", "H", "H", "H", "H", "H", "C", "C", "C", "N", "C", "C", "C", "C", "C", "H", "H", "H", "H", "H", "H", "H", "H", "H", "H", "H", "H", "H", "H", "H", "H", "H", "H", "C", "C", "C", "N", "C", "C", "C", "C", "C", "C", "H", "H", "H", "H", "H", "H", "H", "H", "H", "H", "H", "H", "H", "H", "H", "H", "H", "H", "H", "H", "C", "C", "C", "N", "C", "C", "C", "C", "C", "C", "H", "H", "H", "H", "H", "H", "H", "H", "H", "H", "H", "H", "H", "H", "H", "H", "H", "H", "H", "H", "C", "F", "F", "F", "S", "O", "O", "O", "C", "F", "F", "F", "S", "O", "O", "O", "C", "F", "F", "F", "S", "O", "O", "O", "C", "F", "F", "F", "S", "O", "O", "O", "C", "F", "F", "F", "S", "O", "O", "O", "C", "F", "F", "F", "S", "O", "O", "O", "C", "F", "F", "F", "S", "O", "O", "O"], "coordinates": [[-3.448, 2.254, -0.259], [-2.780, 3.194, -1.348], [-2.207, 2.388, -2.521], [-1.773, 3.200, -3.800], [-0.593, 4.099, -3.425], [-1.305, 2.188, -4.900], [-2.511, 1.838, -5.705], [-3.389, 3.078, -5.709], [-2.847, 3.995, -4.635], [-2.738, 1.532, 0.144], [-4.316, 1.715, -0.639], [-3.712, 2.985, 0.505], [-2.017, 3.886, -0.993], [-3.495, 3.939, -1.695], [-2.930, 1.689, -2.940], [-1.351, 1.769, -2.251], [0.045, 3.525, -2.754], [-1.008, 5.016, -3.005], [-0.049, 4.423, -4.312], [-0.501, 2.718, -5.410], [-0.866, 1.354, -4.352], [-2.188, 1.578, -6.713], [-3.159, 1.090, -5.247], [-3.411, 3.591, -6.671], [-4.381, 2.779, -5.371], [-2.184, 4.751, -5.056], [-3.612, 4.365, -3.953], [4.227, 6.919, 2.127], [3.382, 5.730, 2.473], [1.853, 6.058, 2.897], [1.086, 4.807, 3.454], [1.662, 4.520, 4.885], [1.085, 3.626, 2.475], [-0.206, 2.804, 2.662], [-1.092, 3.543, 3.661], [-0.437, 4.988, 3.554], [5.185, 6.529, 1.784], [4.253, 7.615, 2.966], [3.659, 7.451, 1.364], [3.881, 5.254, 3.318], [3.315, 4.986, 1.679], [1.332, 6.407, 2.005], [1.678, 6.866, 3.608], [2.718, 4.277, 4.774], [1.109, 3.653, 5.247], [1.563, 5.430, 5.476], [1.996, 3.035, 2.571], [1.131, 4.021, 1.460], [0.072, 1.804, 2.995], [-0.698, 2.765, 1.690], [-1.047, 3.091, 4.652], [-2.157, 3.558, 3.429], [-0.674, 5.672, 4.369], [-0.893, 5.435, 2.671], [-0.855, -1.026, -2.286], [-0.108, -0.541, -1.023], [1.224, -1.171, -0.665], [1.931, -0.576, 0.620], [3.209, -1.499, 0.801], [4.258, -1.204, -0.225], [4.587, 0.315, -0.370], [3.360, 1.196, -0.574], [2.325, 0.965, 0.469], [1.011, -0.655, 1.941], [-0.294, -0.905, -3.213], [-1.871, -0.635, -2.340], [-0.967, -2.103, -2.162], [-0.911, -0.618, -0.290], [0.235, 0.478, -1.200], [1.967, -1.091, -1.458], [1.209, -2.232, -0.416], [2.907, -2.530, 0.614], [3.657, -1.260, 1.765], [4.137, -1.717, -1.179], [5.206, -1.675, 0.038], [5.458, 0.553, -0.981], [4.924, 0.656, 0.609], [3.141, 0.991, -1.622], [3.599, 2.257, -0.512], [1.407, 1.497, 0.223], [2.729, 1.233, 1.445], [1.606, -0.197, 2.731], [0.815, -1.715, 2.100], [0.117, -0.051, 1.788], [-6.220, -7.277, -2.152], [-5.638, -5.986, -1.485], [-4.353, -6.329, -0.683], [-3.308, -5.201, -0.376], [-4.017, -3.991, 0.260], [-3.000, -2.854, 0.561], [-1.863, -3.294, 1.509], [-1.169, -4.622, 1.034], [-2.220, -5.714, 0.594], [-2.683, -4.725, -1.695], [-5.713, -7.516, -3.087], [-7.270, -7.115, -2.396], [-6.198, -8.066, -1.402], [-6.367, -5.735, -0.715], [-5.555, -5.136, -2.163], [-3.770, -7.141, -1.118], [-4.685, -6.633, 0.310], [-4.563, -4.385, 1.117], [-4.748, -3.575, -0.434], [-3.632, -2.055, 0.947], [-2.557, -2.423, -0.338], [-2.361, -3.401, 2.472], [-1.159, -2.469, 1.619], [-0.643, -5.064, 1.880], [-0.531, -4.429, 0.171], [-2.717, -6.056, 1.501], [-1.718, -6.585, 0.174], [-2.416, -5.613, -2.268], [-1.806, -4.176, -1.353], [-3.193, -3.949, -2.266], [2.367, -4.260, -3.471], [1.425, -3.289, -3.659], [2.632, -5.061, -4.572], [3.451, -3.573, -3.103], [1.736, -5.436, -1.957], [2.662, -6.567, -1.847], [1.761, -4.541, -0.770], [0.331, -5.845, -2.309], [4.336, -0.287, 5.694], [3.777, -1.356, 5.101], [3.697, -0.063, 6.820], [5.660, -0.406, 5.777], [4.029, 1.313, 4.477], [2.570, 1.442, 4.369], [4.727, 2.465, 5.110], [4.708, 0.950, 3.202], [0.908, -3.576, 5.285], [1.272, -2.869, 6.367], [0.022, -2.848, 4.602], [2.019, -3.843, 4.614], [0.193, -5.265, 5.934], [-0.336, -5.915, 4.771], [1.283, -6.011, 6.534], [-0.879, -4.926, 6.922], [7.099, 3.551, -0.797], [6.517, 3.810, -1.991], [7.663, 4.660, -0.324], [6.271, 3.106, 0.115], [8.551, 2.321, -1.001], [9.493, 3.038, -1.917], [8.983, 1.994, 0.379], [7.915, 1.189, -1.709], [4.183, 1.977, -4.298], [4.811, 2.168, -5.439], [4.846, 1.068, -3.555], [4.174, 3.150, -3.602], [2.446, 1.315, -4.694], [2.092, 1.984, -5.985], [2.627, -0.153, -4.961], [1.554, 1.698, -3.525], [-6.314, -0.607, -4.442], [-7.623, -0.653, -4.148], [-5.932, -1.148, -5.605], [-6.000, 0.652, -4.506], [-5.135, -1.324, -3.001], [-5.704, -2.634, -2.551], [-3.843, -1.541, -3.717], [-5.155, -0.292, -1.975], [-3.709, -1.343, 4.606], [-4.583, -0.993, 5.538], [-2.589, -2.088, 5.008], [-4.320, -2.018, 3.612], [-3.045, 0.245, 3.721], [-2.297, -0.285, 2.565], [-4.279, 1.009, 3.444], [-2.248, 0.908, 4.795]], "e_lumo_ha": [0.08565, -0.08868], "charge": -2, "multiplicity": 2, "homo_lumo_gap_ev": [6.5, 1.7], "homo_ev": [-4.2, -4.2]}

***

In the order shown, the computed strongest force on any atom values come out to 1.52 1.50 4.63 eV Å⁻¹.